{"formula": "C7H8Cl16NbS", "method": "the ωB97M-V functional and the def2-TZVPD basis", "species": ["C", "C", "C", "Nb", "S", "H", "H", "H", "H", "H", "H", "H", "H", "C", "Cl", "Cl", "Cl", "Cl", "C", "Cl", "Cl", "Cl", "Cl", "C", "Cl", "Cl", "Cl", "Cl", "C", "Cl", "Cl", "Cl", "Cl"], "coordinates": [[-0.9753, 1.1256, 3.3307], [-0.8505, 1.7355, 2.3054], [-0.7013, 2.3554, 1.0297], [-0.3983, 0.8331, -0.6205], [-0.0371, -1.0864, -2.1574], [-0.9415, 0.3552, 4.0494], [-1.6295, 2.8833, 0.8002], [0.0926, 3.0963, 1.0747], [-1.7198, -0.0940, 0.2835], [0.8371, -0.0044, 0.4644], [0.9672, 1.8850, -1.2610], [-1.6865, 1.5529, -1.7418], [1.0749, -1.6332, -1.6671], [-5.0815, 2.6760, 2.8874], [-6.1923, 1.3469, 2.5155], [-3.4004, 2.0846, 2.9283], [-5.2445, 3.9298, 1.6470], [-5.5197, 3.3654, 4.4648], [2.0090, -4.6083, -4.0335], [0.5101, -3.7032, -4.1003], [2.3702, -4.9718, -2.3437], [1.8596, -6.1214, -4.9477], [3.3232, -3.6435, -4.7159], [1.9492, 5.2558, -1.6928], [2.7860, 4.0066, -0.7923], [0.5893, 5.8594, -0.7395], [3.0609, 6.5997, -2.0349], [1.3502, 4.5974, -3.2131], [2.3178, -5.9304, 1.6552], [1.0343, -6.8163, 0.8283], [3.8801, -6.3827, 0.9593], [2.0625, -4.2013, 1.4636], [2.3038, -6.3470, 3.3741]], "forces_ev_per_angstrom": [[0.54, -0.39, 0.43], [0.58, -0.21, -0.42], [0.19, 0.07, 0.15], [-0.08, -1.00, -1.13], [-0.28, 0.72, 0.32], [-0.16, -0.09, 0.43], [-0.17, 0.03, -0.37], [0.17, 0.10, -0.15], [0.09, 0.61, 0.49], [0.07, -0.24, -0.09], [-0.03, 0.48, 0.57], [-0.25, -0.21, -0.39], [0.11, -0.06, 0.17], [0.29, -0.12, -0.05], [-0.01, -0.01, 0.00], [-1.19, 0.35, 0.12], [0.00, 0.01, -0.01], [-0.01, 0.01, 0.02], [-0.10, 0.05, 0.06], [0.02, -0.11, -0.18], [0.10, -0.10, 0.07], [0.02, -0.02, 0.00], [0.04, 0.00, -0.04], [-0.06, -0.09, 0.02], [0.16, 0.10, 0.06], [-0.03, 0.02, 0.02], [0.03, 0.05, -0.01], [-0.01, 0.00, -0.05], [-0.03, 0.11, 0.00], [-0.03, -0.03, -0.03], [0.05, -0.02, -0.03], [-0.02, 0.01, -0.03], [0.01, -0.03, 0.04]], "total_charge": -1, "homo_lumo_gap_ev": 6.99, "homo_ev": -5.1, "lumo_ev": 1.864, "e_above_lowest_kj_mol": 0.00}